(1)
{"formula": "C27H44BrN3OP2Pt", "method": "the ωB97M-V functional and the def2-TZVPD basis", "spin_multiplicity": 3, "homo_ev": [-12.98, -13.76], "charge": 2, "gap_ev": [6.7, 6.0], "lumo_energy_ev": [-6.3003, -7.7378], "symbols": ["C", "C", "C", "C", "N", "C", "C", "C", "C", "C", "C", "C", "C", "C", "Pt", "P", "H", "H", "H", "H", "H", "H", "H", "H", "C", "C", "H", "H", "H", "H", "H", "C", "C", "H", "H", "H", "H", "H", "C", "C", "H", "H", "H", "H", "H", "Br", "P", "C", "C", "H", "H", "H", "H", "H", "C", "C", "H", "H", "H", "H", "H", "C", "C", "H", "H", "H", "H", "H", "C", "N", "C", "N", "O", "H", "H", "H", "H", "H", "H"], "xyz": [[-0.10992, 4.87850, -5.36818], [-0.32374, 3.65054, -6.03254], [-0.65872, 3.66394, -7.40023], [-0.83453, 4.92134, -8.00009], [-0.67759, 6.06971, -7.35048], [-0.31712, 6.06499, -6.06973], [-0.38201, 2.49214, -5.17838], [-0.55816, 2.19531, -3.89442], [-0.94366, 2.39319, -2.54864], [-0.04945, 2.52530, -1.45851], [-0.47758, 2.11442, -0.20943], [-1.69668, 1.42051, -0.14458], [-2.70904, 1.62814, -1.07374], [-2.30066, 2.05916, -2.31767], [-0.60829, 0.52246, -4.94913], [1.89754, -0.98390, -1.98077], [-0.79919, 2.73608, -7.93912], [0.15118, 4.90422, -4.31257], [-1.11237, 4.98095, -9.06206], [-0.18787, 7.02699, -5.57802], [-2.98664, 2.05437, -3.17329], [0.96504, 2.89338, -1.64084], [-3.74936, 1.41694, -0.82376], [0.13458, 2.28987, 0.67562], [2.53838, -2.66253, -1.48285], [3.77241, -3.23278, -2.17957], [1.68640, -3.33706, -1.64266], [2.68838, -2.60067, -0.39774], [4.07312, -4.14267, -1.64029], [3.55658, -3.52904, -3.21496], [4.62512, -2.53884, -2.16461], [2.43955, -0.80926, -3.77274], [3.72441, -0.04539, -4.09692], [1.57432, -0.30612, -4.27987], [2.49328, -1.82292, -4.19553], [3.84038, 0.01967, -5.18850], [3.71215, 0.98677, -3.71984], [4.62349, -0.54893, -3.71492], [2.94579, 0.26377, -1.11224], [4.33573, -0.18002, -0.66690], [2.35666, 0.58596, -0.24210], [3.02104, 1.13113, -1.78454], [4.77478, 0.60588, -0.04050], [4.32521, -1.09949, -0.07337], [5.01619, -0.32046, -1.51518], [-0.04461, -0.80581, -0.06397], [-1.51826, -1.26859, -4.17760], [-0.42007, -2.72602, -4.08696], [-0.98364, -4.11684, -4.35569], [-0.02110, -2.69677, -3.06397], [0.42565, -2.52464, -4.75422], [-0.20360, -4.71521, -4.85669], [-1.22312, -4.62001, -3.41252], [-1.86710, -4.13519, -4.99951], [-2.41970, -1.27564, -2.59314], [-3.30537, -2.49783, -2.35436], [-3.03056, -0.36804, -2.53945], [-1.65277, -1.19538, -1.79225], [-3.61870, -2.49415, -1.30312], [-4.21306, -2.46175, -2.96633], [-2.78401, -3.44131, -2.54732], [-2.95390, -1.16901, -5.33252], [-2.95220, -2.20483, -6.43870], [-2.90475, -0.13322, -5.74458], [-3.85251, -1.24615, -4.70428], [-3.48592, -1.78660, -7.30036], [-1.94337, -2.48254, -6.74965], [-3.50038, -3.09364, -6.11755], [-4.36125, 1.86421, 2.40700], [-2.99357, 1.81602, 2.92556], [-1.98256, 1.32133, 2.22932], [-0.72821, 1.28259, 2.68172], [-2.22414, 0.79620, 1.03878], [-4.33208, 2.10172, 1.32999], [-4.89316, 2.64627, 2.95046], [-4.88713, 0.91317, 2.54872], [-2.80505, 2.11188, 3.88188], [-0.09516, 0.70680, 2.13298], [-0.55849, 1.46882, 3.66430]], "atomic_forces_ev_per_a": [[-0.4, 0.2, -0.4], [-0.3, 0.9, 0.2], [0.2, 0.4, 0.7], [0.2, -0.6, -0.2], [-0.1, 0.2, -0.2], [0.3, -0.6, 0.1], [0.1, 0.2, 0.6], [0.6, 0.7, -2.7], [-0.6, -1.0, 1.3], [-0.4, 0.1, -0.7], [-0.2, -0.1, 0.0], [-1.4, 2.2, 1.1], [0.6, -0.2, 0.0], [0.3, 0.2, -0.5], [2.1, 2.8, -0.2], [1.7, -0.2, -0.1], [-0.1, 0.1, -0.1], [-0.1, 0.0, -0.2], [0.1, 0.0, 0.5], [0.0, -0.1, -0.2], [0.2, 0.1, 0.4], [-0.4, -0.1, 0.2], [0.4, -0.3, -0.2], [-0.1, -0.3, -0.4], [-0.7, 0.2, 0.2], [0.2, 0.0, -0.1], [0.1, 0.0, 0.2], [-0.1, 0.0, -0.2], [0.0, 0.3, -0.2], [0.1, 0.2, 0.3], [-0.3, -0.3, -0.1], [-0.9, 0.1, -0.4], [0.3, 0.1, 0.0], [0.7, -0.4, 0.3], [-0.1, 0.2, 0.2], [-0.1, -0.1, 0.3], [0.0, -0.3, -0.1], [-0.3, 0.2, -0.1], [-0.5, 0.3, 0.2], [0.4, 0.1, 0.0], [0.2, -0.1, -0.2], [-0.1, -0.2, 0.2], [-0.1, -0.2, -0.1], [-0.1, 0.2, -0.1], [-0.2, 0.0, 0.2], [1.0, -1.4, 0.1], [-2.1, -2.0, 1.6], [-0.1, -0.2, -0.4], [0.2, -0.8, -0.1], [-0.1, 0.2, -0.1], [-0.2, 0.0, 0.1], [-0.4, 0.1, 0.2], [0.0, 0.0, -0.3], [0.2, 0.1, 0.2], [0.6, 0.2, 0.6], [-0.1, -0.1, 0.0], [0.2, -0.2, -0.2], [-0.6, 0.0, -0.6], [0.0, -0.1, -0.2], [0.2, -0.1, 0.1], [-0.2, 0.2, 0.1], [-0.1, -0.3, -0.1], [-0.6, 0.1, -0.5], [-0.3, -0.8, 0.2], [0.2, 0.1, -0.4], [0.2, -0.3, 0.0], [-0.1, 0.0, -0.1], [0.2, 0.0, -0.1], [-0.3, 0.1, -0.3], [0.7, -0.4, -0.3], [0.3, 0.0, 0.5], [-0.8, 0.0, 0.1], [0.0, 0.8, 0.0], [-0.1, 0.0, 0.6], [0.1, -0.1, -0.2], [0.2, 0.2, 0.0], [-0.2, -0.1, -0.4], [0.1, -0.1, 0.3], [0.3, 0.0, -0.3]]}

(2)
{"formula": "C27H44CeN3P3Se", "method": "the ωB97M-V functional and the def2-TZVPD basis", "spin_multiplicity": 2, "homo_ev": [-15.25, -15.26], "charge": 3, "gap_ev": [5.6, 5.6], "lumo_energy_ev": [-9.6849, -9.6566], "symbols": ["Ce", "P", "P", "P", "H", "C", "C", "H", "C", "C", "C", "C", "C", "C", "C", "C", "C", "H", "H", "H", "H", "H", "H", "H", "H", "H", "H", "H", "H", "H", "H", "H", "H", "H", "H", "H", "H", "H", "H", "H", "H", "H", "H", "H", "H", "H", "C", "C", "C", "C", "C", "C", "Se", "H", "H", "H", "H", "H", "H", "N", "C", "C", "C", "C", "C", "C", "C", "N", "C", "C", "N", "C", "H", "H", "H", "H", "H", "H", "H"], "xyz": [[0.34191, -0.21297, -0.60865], [3.47817, -0.10483, 0.66232], [-1.68633, 0.80365, 1.61491], [0.72858, 2.78035, -0.12630], [2.65453, 0.47444, -7.00118], [3.63411, 0.83835, -6.66318], [4.11826, 0.49371, -5.45454], [3.61562, -0.22530, -4.81888], [4.16717, -1.76288, 0.63676], [2.03920, 0.01497, 1.76539], [4.74651, 1.03789, 1.24945], [-3.17558, 1.49787, 0.77977], [-2.55868, -0.24319, 2.86220], [-1.32426, 2.16648, 2.81072], [1.94958, 3.13531, -1.46277], [1.49398, 3.74088, 1.24186], [-0.63533, 3.87622, -0.64990], [4.21222, 1.41406, -7.41040], [5.13157, 0.81280, -5.17842], [4.28190, -2.14423, -0.39061], [3.54297, -2.47835, 1.19630], [5.15286, -1.74379, 1.12942], [1.24665, -0.75414, 1.62667], [1.56386, 1.01340, 1.75239], [2.40549, -0.15321, 2.78693], [5.54287, 1.12304, 0.49657], [5.17600, 0.68288, 2.19347], [4.33137, 2.04346, 1.39617], [-3.89561, 1.77052, 1.56569], [-3.62395, 0.73657, 0.12565], [-2.95561, 2.37868, 0.15896], [-2.95928, 0.42708, 3.63176], [-1.85276, -0.93641, 3.34553], [-3.39425, -0.80396, 2.42274], [-2.11545, 2.17931, 3.57200], [-1.27827, 3.16689, 2.36703], [-0.38316, 1.97006, 3.33912], [2.04994, 4.23111, -1.51259], [1.57619, 2.75783, -2.42992], [2.92944, 2.68206, -1.23782], [1.62758, 4.77838, 0.90422], [2.48348, 3.34959, 1.52312], [0.87345, 3.75594, 2.14759], [-0.18923, 4.83253, -0.95657], [-1.35171, 4.05228, 0.16458], [-1.16289, 3.43911, -1.50989], [-1.01203, 1.42883, -3.62891], [0.26893, 0.96266, -3.98121], [1.03095, 1.68701, -4.87688], [0.55100, 2.84624, -5.48037], [-0.71106, 3.34744, -5.10902], [-1.49156, 2.65078, -4.17887], [-1.91543, 0.33459, -2.39824], [3.12985, 0.43058, -0.63172], [0.61390, 0.00321, -3.57144], [2.01948, 1.33851, -5.14878], [1.15199, 3.35675, -6.23790], [-1.05098, 4.29345, -5.54743], [-2.47819, 3.03891, -3.88366], [-5.68277, -7.74002, 5.14788], [-5.08135, -6.90383, 4.60420], [-4.35911, -5.92837, 3.87533], [-4.02255, -6.19016, 2.54835], [-3.25249, -5.28696, 1.82328], [-2.76888, -4.13887, 2.46381], [-3.16535, -3.81494, 3.77579], [-3.98029, -4.72055, 4.47299], [-1.72228, -3.40019, 1.81522], [-0.33577, -3.53415, 1.97138], [0.27253, -2.87468, 0.94679], [-0.72449, -2.19564, 0.21507], [-1.89101, -2.57935, 0.74671], [-4.33975, -7.11436, 2.08560], [-3.00767, -5.47354, 0.77781], [-2.85848, -2.86523, 4.25433], [-4.30021, -4.46156, 5.48777], [0.12157, -4.10614, 2.74951], [1.27274, -2.99938, 0.54145], [-2.83433, -2.28551, 0.31353]], "atomic_forces_ev_per_a": [[-2.7, 1.0, -1.9], [0.8, 0.9, 0.7], [-1.0, 0.7, 0.4], [0.3, 0.7, -0.4], [0.4, 0.2, 0.1], [0.4, -0.5, 0.3], [0.7, 0.4, -1.6], [-0.2, 0.1, 0.1], [-0.1, -0.7, -0.3], [-0.4, -0.1, 0.4], [0.0, 0.4, -0.2], [-0.1, 0.0, -0.1], [0.3, -0.6, 0.0], [0.4, 0.2, 0.1], [-0.2, -0.1, 0.0], [0.0, 0.0, 0.3], [-0.2, 0.0, 0.0], [-0.4, -0.2, 0.8], [-0.5, -0.2, 0.1], [0.1, 0.2, 0.3], [0.1, 0.4, -0.2], [-0.3, 0.1, -0.3], [0.7, 0.1, 0.4], [0.4, -0.2, -0.1], [0.1, 0.0, -0.1], [-0.2, -0.2, 0.1], [-0.1, -0.1, -0.1], [0.0, -0.3, 0.0], [0.2, 0.0, -0.2], [0.1, 0.2, 0.2], [0.0, -0.4, 0.2], [0.0, -0.3, -0.2], [-0.3, 0.1, -0.1], [0.3, 0.1, 0.1], [0.2, 0.1, -0.3], [0.0, -0.3, -0.1], [-0.1, 0.1, 0.0], [0.2, -0.4, -0.1], [0.2, 0.2, 0.3], [-0.2, 0.2, -0.1], [0.0, -0.3, 0.1], [-0.3, 0.1, -0.1], [0.1, 0.0, -0.3], [-0.2, -0.2, 0.1], [0.2, 0.0, -0.2], [0.2, 0.1, 0.3], [0.9, 0.7, -0.5], [-0.6, 0.6, 0.2], [0.6, 0.1, -0.5], [-0.5, 0.1, 0.3], [0.4, -0.2, 0.0], [0.0, -0.5, 0.4], [0.1, -0.5, 1.6], [0.0, -0.6, 0.5], [0.0, 0.1, -0.4], [-0.3, 0.1, 0.1], [-0.2, -0.1, 0.3], [-0.1, -0.5, 0.2], [0.5, -0.3, -0.2], [1.1, 1.5, -0.9], [-1.6, -2.0, 1.3], [0.5, 0.8, -0.3], [0.1, 0.3, -0.3], [0.2, 0.3, 0.3], [-0.5, -0.7, 1.2], [0.0, -0.1, -0.2], [0.3, 0.7, -0.1], [1.1, 1.4, -1.4], [-0.5, -0.3, -0.3], [-1.2, 0.4, 0.0], [-0.2, -1.2, 0.3], [0.8, 0.0, 0.0], [-0.1, 0.0, 0.0], [0.1, -0.1, 0.3], [-0.1, -0.8, -0.3], [0.1, -0.3, -0.4], [-0.2, -0.5, 0.2], [0.0, 0.2, 0.4], [-0.2, -0.1, 0.3]]}

(3)
{"formula": "C27H44N3P3RhS", "method": "the ωB97M-V functional and the def2-TZVPD basis", "spin_multiplicity": 5, "homo_ev": [-15.59, -15.98], "charge": 3, "gap_ev": [7.2, 4.4], "lumo_energy_ev": [-8.4205, -11.5784], "symbols": ["Rh", "P", "P", "P", "H", "C", "C", "H", "C", "C", "C", "C", "C", "C", "C", "C", "C", "H", "H", "H", "H", "H", "H", "H", "H", "H", "H", "H", "H", "H", "H", "H", "H", "H", "H", "H", "H", "H", "H", "H", "H", "H", "H", "H", "H", "H", "C", "C", "C", "C", "C", "C", "S", "H", "H", "H", "H", "H", "H", "N", "C", "C", "C", "C", "C", "C", "C", "N", "C", "C", "N", "C", "H", "H", "H", "H", "H", "H", "H"], "xyz": [[-0.20616, 0.35554, -0.66254], [-1.55489, 2.08293, -0.74151], [-2.06350, -1.36660, 0.62841], [1.79421, 1.64291, -0.90905], [-1.24562, -4.83291, -2.56182], [-0.38005, -4.18340, -2.75308], [0.77485, -4.33762, -2.08154], [0.88868, -5.08880, -1.28873], [-2.34799, 2.23794, -2.37275], [-2.95024, 2.04429, 0.44437], [-0.86993, 3.74016, -0.38975], [-1.13976, -2.90894, 0.60042], [-2.81530, -1.22397, 2.27769], [-3.36682, -1.47867, -0.61371], [3.16290, 0.48511, -1.24592], [2.40883, 2.60455, 0.52682], [1.96070, 2.89604, -2.25653], [-0.47294, -3.47928, -3.58807], [1.66747, -3.75790, -2.34266], [-2.88862, 3.19130, -2.44055], [-3.05467, 1.41154, -2.51317], [-1.58983, 2.18232, -3.16395], [-3.58291, 2.93063, 0.29881], [-2.56883, 2.05908, 1.47264], [-3.56651, 1.14873, 0.31154], [-1.68373, 4.47881, -0.44162], [-0.09549, 4.02527, -1.10876], [-0.44231, 3.77257, 0.61995], [-1.82711, -3.72589, 0.86715], [-0.32789, -2.88458, 1.33631], [-0.71959, -3.10887, -0.39345], [-3.64222, -1.94419, 2.35884], [-3.20189, -0.20872, 2.43592], [-2.06837, -1.44069, 3.05298], [-4.07180, -2.25577, -0.28975], [-2.93591, -1.76378, -1.58129], [-3.90409, -0.53141, -0.72549], [4.06345, 1.06046, -1.49587], [2.89924, -0.16284, -2.08970], [3.35989, -0.13244, -0.36319], [3.15764, 3.32183, 0.16239], [2.88650, 1.93620, 1.25167], [1.60045, 3.15783, 1.01750], [2.46887, 2.45412, -3.12205], [2.56218, 3.73410, -1.87942], [0.99815, 3.28719, -2.60026], [0.84738, -0.51138, -4.71047], [0.34025, -0.07820, -5.96792], [0.63740, -0.78803, -7.12459], [1.43416, -1.94284, -7.05904], [1.92308, -2.38920, -5.82123], [1.62857, -1.69138, -4.65322], [0.51399, 0.40987, -3.32211], [-1.28507, 0.01131, 0.68731], [-0.27977, 0.81603, -5.98836], [0.24708, -0.44063, -8.08410], [1.66829, -2.49612, -7.97201], [2.53322, -3.29421, -5.76817], [1.96682, -2.03912, -3.67888], [-0.62954, 1.10135, 9.91302], [-0.34551, 0.90596, 8.79447], [0.00657, 0.67103, 7.42252], [-0.66068, 1.36314, 6.40297], [-0.31597, 1.14677, 5.06717], [0.69833, 0.22878, 4.76453], [1.36888, -0.47089, 5.77035], [1.02433, -0.23907, 7.10425], [1.00487, -0.04495, 3.41608], [1.86208, -1.03053, 2.90880], [1.72825, -1.01803, 1.54922], [0.79081, -0.05124, 1.21885], [0.41231, 0.54764, 2.35081], [-1.45012, 2.07523, 6.65147], [-0.85145, 1.69143, 4.28810], [2.14858, -1.18881, 5.51721], [1.54969, -0.76797, 7.89868], [2.46222, -1.66337, 3.53838], [2.22774, -1.62568, 0.80388], [-0.27577, 1.37894, 2.43485]], "atomic_forces_ev_per_a": [[1.6, -1.9, -1.9], [-1.7, 2.5, 0.1], [-0.6, 0.1, 1.5], [1.9, 1.1, -0.3], [0.4, 0.4, 0.0], [0.6, -0.3, 0.2], [-0.6, 0.0, -0.4], [0.0, 0.3, -0.4], [0.0, 0.0, -0.1], [-0.1, 0.1, -0.1], [0.0, 0.1, 0.0], [0.5, 0.1, -0.1], [-0.1, 0.0, 0.0], [0.2, 0.4, -0.3], [0.2, 0.0, 0.0], [-0.1, -0.2, 0.1], [0.0, 0.0, -0.1], [0.1, -0.2, 0.3], [-0.3, -0.2, 0.2], [0.1, -0.2, 0.0], [0.1, 0.2, 0.0], [-0.2, 0.1, 0.2], [0.1, -0.2, 0.1], [-0.1, 0.0, -0.1], [0.1, 0.3, 0.0], [0.2, -0.2, 0.0], [-0.2, 0.0, 0.2], [-0.1, 0.0, -0.2], [0.0, 0.3, -0.1], [-0.2, 0.0, -0.1], [-0.1, 0.0, 0.2], [0.2, 0.2, 0.1], [0.0, -0.3, -0.1], [-0.1, 0.0, -0.2], [0.2, 0.1, 0.0], [-0.1, 0.0, 0.2], [0.0, -0.3, 0.0], [-0.1, -0.2, 0.1], [0.2, 0.2, 0.2], [0.1, 0.2, -0.2], [-0.2, -0.2, 0.2], [-0.1, 0.1, -0.1], [0.2, -0.1, -0.1], [-0.1, 0.1, 0.2], [-0.1, -0.2, -0.1], [0.2, -0.1, 0.0], [0.2, -0.6, 0.3], [0.0, 0.1, -0.6], [-0.3, 0.5, 0.3], [-0.1, 0.1, 0.0], [0.1, 0.0, 0.9], [0.3, -0.7, -0.6], [-1.1, 0.3, -0.2], [-1.3, -1.7, -0.3], [0.2, -0.2, -0.2], [0.1, -0.1, 0.3], [-0.1, 0.2, 0.3], [-0.2, 0.3, 0.0], [0.1, 0.0, -0.3], [0.6, -0.5, -2.6], [-0.6, 0.4, 2.5], [0.2, -0.1, -0.4], [0.1, 0.0, -0.3], [0.1, -0.2, 0.5], [-0.3, 0.1, 1.3], [-0.3, 0.3, 0.1], [0.0, 0.0, -0.3], [0.5, -0.4, -1.8], [-0.5, 0.5, 0.0], [-0.4, 0.3, 0.5], [0.6, 0.3, 0.8], [0.6, -1.0, 0.1], [0.3, -0.3, 0.0], [0.2, -0.1, 0.4], [-0.2, 0.2, 0.3], [-0.2, 0.1, -0.2], [0.0, 0.1, 0.0], [-0.2, 0.1, 0.2], [0.2, -0.2, -0.1]]}